(1)
A molecular structure, C32H29AsN2O3PtS3, computed with ωB97M-V/def2-TZVPD.

**Total charge**: +2
**Frontier orbital gap**: 7.44 eV
**M**: 855.80 g mol⁻¹
**Relative energy (zero: lowest compared OMol25 entry of this formula, charge and spin)**: 0.000 eV
**DFT total energy**: -139354.1460 eV

Positions of all 71 atoms, in Å:
1 Pt 0.785049 0.283346 1.135708
2 C -4.381697 1.990595 6.408002
3 C -3.076376 1.701574 5.729166
4 C -2.586971 2.534487 4.725888
5 C -1.375000 2.274428 4.107854
6 C -0.651199 1.160843 4.512600
7 C -1.107956 0.311043 5.518880
8 C -2.320728 0.587748 6.111921
9 S 0.912304 0.848669 3.842938
10 O 1.955703 0.947519 4.805371
11 O 1.074161 1.752541 2.618532
12 N 0.854901 -0.625723 3.112005
13 C 2.200870 -1.047920 2.866699
14 C 3.011695 -1.805792 3.679628
15 C 4.287051 -2.087501 3.212634
16 C 4.701997 -1.616314 1.970379
17 C 3.831737 -0.870330 1.202832
18 N 2.607751 -0.596097 1.667032
19 H -4.892029 2.836873 5.953830
20 H -4.216017 2.217554 7.462267
21 H -5.040097 1.122630 6.363951
22 H -3.158064 3.404988 4.430497
23 H -0.987525 2.937085 3.345647
24 H -0.523550 -0.545981 5.827178
25 H -2.692006 -0.063605 6.892784
26 H 2.651788 -2.152582 4.637047
27 H 4.962716 -2.676475 3.818213
28 H 5.693970 -1.826600 1.598289
29 H 4.091792 -0.483022 0.227420
30 C -2.728780 -2.088943 -1.472762
31 O -2.697893 -0.930693 -0.588282
32 C -1.582648 -0.570878 -0.069388
33 S -1.480283 0.779933 0.945937
34 S -0.064663 -1.303212 -0.324862
35 H -3.763612 -2.180460 -1.778616
36 H -2.409465 -2.969855 -0.919203
37 H -2.085425 -1.896920 -2.329848
38 C 5.239348 0.014370 -2.849003
39 C 5.168401 1.333184 -2.425494
40 C 4.015375 1.810179 -1.815843
41 C 2.930614 0.955948 -1.633631
42 C 3.000948 -0.369883 -2.060441
43 C 4.155398 -0.837025 -2.668599
44 As 1.349254 1.660443 -0.804292
45 C -0.000416 1.810320 -2.153556
46 C -1.150211 2.567084 -1.927386
47 C -2.107468 2.670631 -2.923939
48 C -1.922529 2.020244 -4.137707
49 C -0.775048 1.273635 -4.363461
50 C 0.192254 1.166290 -3.373858
51 C 1.802043 3.384163 -0.125850
52 C 1.268154 4.539626 -0.686852
53 C 1.659703 5.775654 -0.191366
54 C 2.574601 5.850399 0.848495
55 C 3.113676 4.692932 1.398357
56 C 2.728364 3.455171 0.914420
57 H 6.138586 -0.352070 -3.325664
58 H 6.009297 1.997545 -2.571322
59 H 3.969046 2.840253 -1.487390
60 H 2.162371 -1.042289 -1.936306
61 H 4.207764 -1.863610 -3.005665
62 H -1.296925 3.088678 -0.990464
63 H -2.994224 3.266701 -2.755555
64 H -2.669760 2.109234 -4.914886
65 H -0.622379 0.784884 -5.316283
66 H 1.093711 0.600811 -3.567500
67 H 0.573084 4.486906 -1.514302
68 H 1.254247 6.679372 -0.625389
69 H 2.876414 6.816494 1.230168
70 H 3.832287 4.757193 2.204004
71 H 3.150841 2.555249 1.345748

Atoms 1-6, force components in eV/Å:
-0.23 0.44 -0.27
0.01 0.00 0.00
-0.01 0.00 0.00
0.00 0.00 0.00
0.02 0.01 0.01
-0.08 -0.08 -0.06

(2)
A molecular structure, C15H15ClI2O4RhRuS, computed with ωB97M-V/def2-TZVPD.

**2S+1**: 10
**Total charge**: +4
**Frontier orbital gap (alpha / beta)**: 5.61 / 4.53 eV
**M**: 784.58 g mol⁻¹
**<S²>**: 24.833
**Relative energy (zero: lowest compared OMol25 entry of this formula, charge and spin)**: 0.793 eV
**DFT total energy**: -69082.9922 eV

Positions of all 40 atoms, in Å:
1 I -2.094973 -3.200342 -0.073404
2 I 0.598818 -3.333580 -0.291423
3 Rh 1.977873 -0.594785 -0.881839
4 Ru 0.183959 0.712556 0.414819
5 S -0.322994 -0.439970 -1.722259
6 C -0.784941 2.041078 -0.431912
7 C 1.617496 1.696048 1.047585
8 C -0.523462 -0.448942 -3.913042
9 C -0.449326 -1.850284 -4.486382
10 C 0.597655 0.440835 -4.431478
11 C -1.913541 0.161137 -3.992807
12 C 3.613814 -0.697637 -0.101878
13 C 2.366512 1.067599 -1.567660
14 O 2.584779 2.193238 1.466087
15 O -1.494565 2.732905 -1.045502
16 O 4.711015 -0.642769 0.252896
17 O 2.739959 2.043341 -2.067122
18 H -0.745988 -1.823660 -5.551247
19 H -1.132137 -2.528570 -3.964723
20 H 0.561912 -2.275848 -4.416753
21 H 0.645056 0.383556 -5.533621
22 H 1.572488 0.132469 -4.006250
23 H 0.433944 1.487493 -4.141882
24 H -2.235595 0.287981 -5.035970
25 H -1.925107 1.134849 -3.489504
26 H -2.627667 -0.498835 -3.489735
27 Cl 1.315548 -1.874010 4.825310
28 C 0.211877 -0.579502 4.822841
29 C -0.416114 -0.217062 6.000243
30 C -1.392494 0.781921 6.007753
31 C -1.742180 1.373704 4.790485
32 C -1.141387 1.014520 3.583082
33 C -0.130238 0.045743 3.586896
34 C 0.347445 -0.478261 2.277812
35 H -0.164471 -0.764531 6.905697
36 H -1.889648 1.040382 6.959915
37 H -2.531356 2.118777 4.806181
38 H -1.465205 1.487853 2.643393
39 H 1.370392 -0.869302 2.378276
40 H -0.327155 -1.260094 1.867122

Atoms 1-6, force components in eV/Å:
-2.71 -0.05 0.10
2.37 -1.17 -0.09
-2.44 -1.39 -1.17
-0.78 -2.45 2.01
-0.67 -1.24 0.06
-4.29 5.43 -4.19

(3)
A gas-phase ion, C15H22N3 (charge +1), computed with ωB97M-V/def2-TZVPD.

**SMILES**: CCCCCCN1C2=NCC[N@@H+]2c2ccccc21
**Total charge**: +1
**Frontier orbital gap**: 9.13 eV
**M**: 244.36 g mol⁻¹
**Relative energy (zero: lowest compared OMol25 entry of this formula, charge and spin)**: 0.000 eV
**DFT total energy**: -20375.9026 eV

Positions of all 40 atoms, in Å:
1 C 1.539016 1.908265 -2.530446
2 C 2.111455 1.935861 -1.118570
3 C 1.672051 0.717153 -0.308686
4 C 2.190109 0.772235 1.128593
5 C 2.005230 -0.525998 1.919681
6 H 2.256352 -1.381388 1.291216
7 C 0.609030 -0.734116 2.508805
8 N -0.429117 -0.895880 1.505443
9 C -0.398010 -1.864809 0.581928
10 N 0.414267 -2.723488 0.179299
11 C -0.033593 -3.249307 -1.086799
12 H 0.823853 -3.340234 -1.752444
13 H -0.466603 -4.244636 -0.949218
14 C -1.083106 -2.219648 -1.599293
15 N -1.631592 -1.711614 -0.329559
16 C -2.050645 -0.353097 -0.035397
17 C -2.996574 0.421443 -0.663109
18 C -3.241277 1.681236 -0.128342
19 C -2.568716 2.112639 1.004489
20 C -1.619610 1.322431 1.639172
21 C -1.355497 0.073857 1.106100
22 H -1.104163 1.684453 2.512833
23 H -2.782229 3.091258 1.403855
24 H -3.965215 2.324156 -0.600927
25 H -3.519497 0.074333 -1.539775
26 H -2.351616 -2.366126 0.001039
27 H -1.845497 -2.661660 -2.236045
28 H -0.589218 -1.396421 -2.120151
29 H 0.613680 -1.638019 3.123899
30 H 0.326957 0.111932 3.135058
31 H 2.694193 -0.522803 2.765123
32 H 1.716622 1.601826 1.658019
33 H 3.259273 0.985490 1.086176
34 H 0.580488 0.681869 -0.324269
35 H 2.049976 -0.188568 -0.789961
36 H 1.779598 2.843666 -0.610804
37 H 3.200534 1.963134 -1.169728
38 H 1.869173 1.017418 -3.061029
39 H 1.870090 2.777882 -3.090608
40 H 0.449837 1.915286 -2.505576

Atoms 1-6, force components in eV/Å:
0.14 0.12 0.20
-0.26 -0.27 -0.14
0.26 0.38 0.12
-0.09 -0.35 -0.14
-0.11 0.27 0.05
0.10 -0.02 0.08